one) {
  "formula": "C17H56N4O11",
  "method": "ωB97M-V/def2-TZVPD",
  "symbols": ["N", "C", "N", "O", "H", "H", "H", "H", "N", "C", "N", "O", "H", "H", "H", "H", "C", "C", "C", "O", "H", "H", "H", "H", "H", "H", "H", "H", "C", "C", "C", "O", "H", "H", "H", "H", "H", "H", "H", "H", "C", "C", "C", "O", "H", "H", "H", "H", "H", "H", "H", "H", "C", "O", "H", "H", "H", "H", "C", "O", "H", "H", "H", "H", "C", "O", "H", "H", "H", "H", "C", "O", "H", "H", "H", "H", "C", "O", "H", "H", "H", "H", "C", "O", "H", "H", "H", "H"],
  "coordinates": [[-1.909, -3.655, -3.960], [-1.420, -2.674, -3.268], [-2.006, -1.501, -3.516], [-0.526, -2.779, -2.432], [-1.677, -4.594, -3.670], [-2.511, -3.506, -4.755], [-1.495, -0.740, -3.088], [-2.793, -1.416, -4.140], [-0.213, 0.688, 0.769], [-0.560, 0.117, -0.366], [-0.373, -1.140, -0.288], [-1.018, 0.687, -1.343], [0.083, 0.066, 1.508], [-0.376, 1.673, 0.928], [0.101, -1.503, 0.524], [-0.562, -1.664, -1.134], [3.403, -5.511, -1.385], [2.529, -4.303, -1.159], [3.228, -2.958, -1.420], [1.500, -4.376, -2.107], [4.295, -5.453, -0.760], [3.745, -5.672, -2.407], [2.848, -6.400, -1.085], [2.085, -4.315, -0.163], [2.507, -2.140, -1.438], [3.733, -2.829, -2.377], [3.940, -2.853, -0.599], [0.934, -3.601, -2.029], [-0.013, -2.048, 3.300], [1.429, -1.610, 3.268], [2.441, -2.677, 2.863], [1.632, -0.551, 2.330], [-0.724, -1.221, 3.301], [-0.196, -2.733, 4.127], [-0.317, -2.580, 2.397], [1.703, -1.216, 4.249], [3.306, -2.197, 2.406], [2.028, -3.302, 2.071], [2.763, -3.311, 3.689], [2.564, -0.325, 2.282], [1.932, 2.198, -2.767], [2.561, 3.452, -3.312], [1.739, 4.715, -2.973], [3.835, 3.478, -2.766], [0.897, 2.086, -3.093], [1.844, 2.250, -1.682], [2.410, 1.280, -3.110], [2.651, 3.448, -4.399], [0.710, 4.451, -3.214], [2.039, 5.458, -3.713], [1.871, 5.118, -1.969], [4.341, 4.172, -3.197], [-1.053, 1.498, 4.839], [-1.841, 2.444, 5.545], [-1.590, 0.553, 4.911], [-0.932, 1.729, 3.779], [-0.078, 1.311, 5.290], [-1.394, 3.290, 5.463], [-3.190, -2.929, 0.332], [-4.318, -2.556, 1.002], [-3.216, -3.943, -0.067], [-2.931, -2.242, -0.475], [-2.466, -2.828, 1.143], [-4.347, -1.594, 1.027], [-3.271, 2.003, -3.332], [-3.183, 2.145, -1.904], [-3.652, 1.025, -3.630], [-3.998, 2.754, -3.641], [-2.301, 2.116, -3.818], [-2.456, 1.576, -1.625], [1.782, 3.176, 3.740], [0.985, 3.675, 2.644], [1.673, 2.113, 3.955], [2.820, 3.170, 3.404], [1.650, 3.750, 4.657], [1.606, 4.213, 2.147], [-0.411, 3.904, -0.368], [-1.012, 3.393, 0.830], [0.090, 4.873, -0.357], [0.401, 3.203, -0.568], [-1.155, 3.847, -1.162], [-0.300, 3.480, 1.472], [-3.474, 0.829, 1.783], [-4.566, 0.225, 1.097], [-2.783, 0.026, 2.039], [-2.986, 1.576, 1.157], [-3.772, 1.330, 2.705], [-5.268, 0.879, 1.057]],
  "lowdin_charge": [0.19, -0.69, 0.19, 0.00, 0.13, 0.12, 0.09, 0.11, 0.20, -0.72, 0.21, 0.01, 0.06, 0.06, 0.10, 0.06, -0.06, -0.51, -0.05, -0.07, 0.07, 0.08, 0.08, 0.12, 0.07, 0.08, 0.07, 0.02, -0.04, -0.46, -0.03, -0.09, 0.07, 0.10, 0.06, 0.13, 0.08, 0.07, 0.09, 0.10, -0.06, -0.52, -0.05, -0.04, 0.07, 0.07, 0.08, 0.13, 0.08, 0.07, 0.07, 0.09, -0.18, -0.10, 0.08, 0.07, 0.07, 0.07, -0.20, -0.11, 0.08, 0.07, 0.06, 0.02, -0.16, -0.15, 0.05, 0.07, 0.07, 0.00, -0.11, -0.12, 0.06, 0.08, 0.09, 0.09, -0.13, -0.15, 0.07, 0.05, 0.08, 0.01, -0.12, -0.12, 0.07, 0.07, 0.08, 0.09],
  "orbital_gap_ev": 9.26,
  "spin_multiplicity": 1,
  "smiles": "NC(N)=O.NC(N)=O.CC(C)O.CC(C)O.CC(C)O.CO.CO.CO.CO.CO.CO",
  "mol_weight_g_mol": 492.7
}

***

two) {
  "formula": "C17H56N4O11",
  "method": "ωB97M-V/def2-TZVPD",
  "symbols": ["N", "C", "N", "O", "H", "H", "H", "H", "N", "C", "N", "O", "H", "H", "H", "H", "C", "C", "O", "H", "H", "H", "H", "H", "H", "C", "C", "O", "H", "H", "H", "H", "H", "H", "C", "C", "O", "H", "H", "H", "H", "H", "H", "C", "C", "O", "H", "H", "H", "H", "H", "H", "C", "C", "O", "H", "H", "H", "H", "H", "H", "C", "C", "O", "H", "H", "H", "H", "H", "H", "C", "O", "H", "H", "H", "H", "C", "O", "H", "H", "H", "H", "C", "O", "H", "H", "H", "H"],
  "coordinates": [[-0.449, 3.183, 0.076], [0.774, 3.418, 0.390], [1.406, 2.477, 0.976], [1.393, 4.620, -0.030], [-0.980, 3.953, -0.364], [-1.068, 2.511, 0.547], [2.391, 2.508, 1.225], [1.037, 1.552, 1.112], [2.767, -2.202, 0.658], [1.958, -2.670, 1.572], [2.464, -2.575, 2.796], [0.708, -3.190, 1.248], [2.464, -2.309, -0.423], [3.681, -1.828, 0.885], [1.821, -2.755, 3.501], [3.288, -2.043, 2.969], [-3.998, 1.066, -1.998], [-5.328, 0.374, -1.694], [-6.130, 1.283, -0.883], [-3.295, 0.457, -2.582], [-3.402, 1.289, -1.069], [-4.089, 1.999, -2.575], [-5.170, -0.545, -1.145], [-5.761, 0.046, -2.614], [-5.596, 1.682, -0.196], [0.652, 1.981, -4.505], [0.433, 2.397, -3.064], [-0.880, 1.958, -2.658], [0.617, 0.870, -4.572], [1.605, 2.303, -4.913], [-0.105, 2.492, -5.178], [0.518, 3.469, -2.998], [1.175, 1.898, -2.355], [-0.964, 2.133, -1.726], [1.854, 0.658, 4.107], [1.649, -0.238, 5.307], [2.487, 0.222, 6.346], [2.944, 0.676, 3.952], [1.330, 1.580, 4.291], [1.465, 0.108, 3.224], [1.832, -1.319, 5.155], [0.624, -0.150, 5.627], [2.415, -0.339, 7.153], [4.389, 1.951, -1.134], [3.643, 0.591, -0.968], [4.181, -0.323, -1.928], [5.403, 1.789, -0.848], [3.921, 2.730, -0.513], [4.380, 2.226, -2.194], [2.565, 0.792, -1.138], [3.771, 0.206, 0.052], [3.650, -1.112, -1.983], [-1.426, 1.081, 3.223], [-2.707, 1.755, 2.822], [-2.671, 1.962, 1.430], [-1.609, 0.027, 3.305], [-1.192, 1.355, 4.236], [-0.532, 1.424, 2.677], [-2.808, 2.821, 3.231], [-3.580, 1.247, 3.137], [-3.452, 2.479, 1.214], [-3.827, -3.177, 0.429], [-2.775, -2.175, 0.410], [-3.069, -1.094, 1.268], [-4.771, -2.651, 0.247], [-3.864, -3.669, 1.391], [-3.780, -3.909, -0.399], [-2.687, -1.633, -0.530], [-1.792, -2.614, 0.529], [-2.625, -0.333, 0.884], [3.010, -3.748, -2.200], [2.330, -2.517, -2.076], [2.436, -4.425, -2.789], [3.059, -4.246, -1.202], [4.041, -3.657, -2.546], [1.411, -2.693, -2.252], [-0.105, -0.211, -0.520], [0.545, -0.108, 0.745], [-1.125, 0.280, -0.442], [-0.347, -1.231, -0.788], [0.481, 0.203, -1.357], [1.360, -0.704, 0.752], [-0.664, -1.591, -3.436], [-0.159, -2.641, -2.642], [-1.690, -1.471, -3.127], [-0.807, -1.985, -4.431], [-0.174, -0.635, -3.402], [-0.873, -3.364, -2.709]],
  "lowdin_charge": [0.16, -0.63, 0.20, -0.17, 0.15, 0.08, 0.12, 0.05, 0.13, -0.60, 0.18, -0.12, 0.13, 0.11, 0.08, 0.11, -0.09, -0.26, -0.08, 0.06, 0.06, 0.09, 0.09, 0.10, 0.06, -0.08, -0.30, -0.12, 0.06, 0.07, 0.10, 0.11, 0.10, 0.01, -0.09, -0.34, -0.09, 0.09, 0.07, 0.06, 0.10, 0.10, 0.11, -0.06, -0.32, -0.07, 0.06, 0.06, 0.08, 0.08, 0.09, 0.02, -0.07, -0.29, -0.12, 0.08, 0.07, 0.06, 0.14, 0.10, 0.10, -0.08, -0.36, -0.06, 0.07, 0.08, 0.09, 0.09, 0.10, 0.03, -0.11, -0.16, 0.08, 0.09, 0.09, 0.02, -0.12, -0.17, 0.09, 0.05, 0.06, 0.07, -0.11, -0.15, 0.07, 0.09, 0.06, 0.16],
  "orbital_gap_ev": 8.76,
  "spin_multiplicity": 1,
  "smiles": "NC(N)=O.NC(N)=O.CCO.CCO.CCO.CCO.CCO.CCO.CO.CO.CO",
  "mol_weight_g_mol": 492.7
}

***

Best to worst by energy: one), two).

***

one) {
  "formula": "C4H3NOS",
  "method": "ωB97M-V/def2-TZVPD",
  "symbols": ["C", "C", "C", "N", "S", "C", "O", "H", "H", "H"],
  "coordinates": [[3.290, -0.139, 0.274], [2.074, -0.102, -0.164], [0.576, -0.068, -0.146], [-0.107, -1.142, -0.181], [-1.856, -1.316, 0.013], [-2.630, 0.221, 0.071], [-2.186, 1.356, -0.062], [4.474, 0.040, -0.036], [0.134, 1.002, -0.255], [-3.770, 0.148, 0.488]],
  "nbo_charge": [-0.21, -0.08, 0.04, -0.52, 0.49, 0.16, -0.55, 0.28, 0.23, 0.15],
  "orbital_gap_ev": 9.19,
  "spin_multiplicity": 1,
  "smiles": "C#C/C=N/SC=O",
  "mol_weight_g_mol": 113.1
}

***

two) {
  "formula": "C4H3NOS",
  "method": "ωB97M-V/def2-TZVPD",
  "symbols": ["C", "C", "C", "C", "N", "O", "S", "H", "H", "H"],
  "coordinates": [[0.622, 0.669, -0.328], [0.668, -0.510, 0.308], [-1.486, -0.258, 0.079], [-0.909, 0.906, -0.548], [-0.594, -1.059, 0.550], [-2.993, 1.954, -1.540], [-1.550, 2.135, -1.442], [1.386, 1.329, -0.674], [1.525, -1.058, 0.648], [-2.538, -0.452, 0.170]],
  "nbo_charge": [-0.26, -0.04, 0.04, -0.43, -0.38, -0.85, 1.28, 0.23, 0.21, 0.22],
  "orbital_gap_ev": [7.76, 7.75],
  "spin_multiplicity": 1,
  "mol_weight_g_mol": 113.1
}

***

Best to worst by energy: two), one).

***

one) {
  "formula": "C8H11N3O2S",
  "method": "ωB97M-V/def2-TZVPD",
  "symbols": ["C", "C", "C", "S", "O", "O", "N", "C", "C", "C", "N", "C", "N", "C", "H", "H", "H", "H", "H", "H", "H", "H", "H", "H", "H"],
  "coordinates": [[1.160, -2.198, -0.182], [1.516, -0.889, 0.340], [2.693, -0.918, 1.291], [0.123, -0.557, 1.451], [0.541, 0.266, 2.581], [-0.670, -1.718, 1.772], [-1.031, 0.466, 0.521], [-2.177, 0.048, -0.110], [-2.616, 0.563, -1.260], [-1.941, 1.475, -2.171], [-1.130, 2.439, -2.047], [-0.668, 2.706, -0.709], [0.597, 2.260, -0.126], [-0.473, 1.632, 0.147], [0.355, -2.057, -0.988], [2.001, -2.733, -0.666], [0.710, -2.791, 0.646], [1.636, 0.079, -0.055], [2.742, -1.632, 2.155], [2.681, 0.208, 1.607], [3.605, -1.163, 0.587], [-2.593, -0.724, 0.361], [-3.567, 0.144, -1.581], [-2.486, 1.424, -3.169], [-1.010, 3.670, -0.397]],
  "nbo_charge": [-0.65, -0.45, -0.63, 2.23, -0.89, -0.93, -0.64, 0.07, -0.34, 0.09, -0.39, 0.00, -0.38, 0.37, 0.22, 0.23, 0.26, 0.28, 0.24, 0.25, 0.23, 0.22, 0.23, 0.18, 0.19],
  "orbital_gap_ev": 9.17,
  "spin_multiplicity": 1,
  "smiles": "CC(C)S(=O)(=O)N1C=CC=N[C@@H]2N=C21",
  "mol_weight_g_mol": 213.3
}

***

two) {
  "formula": "C8H11N3O2S",
  "method": "ωB97M-V/def2-TZVPD",
  "symbols": ["C", "C", "C", "C", "C", "C", "C", "C", "N", "N", "N", "O", "O", "S", "H", "H", "H", "H", "H", "H", "H", "H", "H", "H", "H"],
  "coordinates": [[0.400, 1.844, -2.267], [-1.017, 1.931, -2.245], [1.168, 1.195, -1.315], [-1.621, 1.243, -1.207], [0.513, 0.499, -0.279], [-0.871, 0.585, -0.204], [1.254, -0.225, 0.705], [1.199, 0.007, 2.124], [-1.529, 0.014, 0.832], [-0.564, -2.373, 0.066], [2.278, -1.041, 0.172], [-0.924, -1.802, 2.417], [-2.818, -2.241, 0.954], [-1.447, -1.706, 1.107], [1.048, 2.382, -2.944], [-1.623, 2.479, -2.959], [2.282, 1.445, -1.326], [-2.634, 0.944, -1.269], [0.476, -0.840, 2.397], [0.878, 1.016, 2.324], [2.114, -0.116, 2.775], [-2.572, 0.204, 0.739], [-0.879, -2.380, -0.850], [2.209, -1.471, -0.719], [2.680, -1.590, 0.972]],
  "nbo_charge": [-0.25, -0.16, -0.15, -0.25, -0.25, 0.24, 0.58, -0.79, -0.85, -1.23, -0.71, -0.97, -0.98, 2.39, 0.22, 0.23, 0.23, 0.22, 0.37, 0.26, 0.25, 0.42, 0.37, 0.42, 0.41],
  "orbital_gap_ev": 7.37,
  "spin_multiplicity": 1,
  "mol_weight_g_mol": 213.3
}

***

Best to worst by energy: two), one).

***

one) {
  "formula": "C2H3O2",
  "method": "ωB97M-V/def2-TZVPD",
  "symbols": ["C", "C", "O", "O", "H", "H", "H"],
  "coordinates": [[0.912, 0.281, -0.034], [-2.285, -0.471, 0.076], [-2.744, 0.528, -0.059], [0.037, -0.507, -0.174], [1.900, 0.055, -0.295], [0.682, 1.426, 0.013], [-1.894, -1.515, 0.182]],
  "nbo_charge": [0.36, 0.78, -0.20, -0.58, 0.16, 0.14, 0.34],
  "orbital_gap_ev": 9.34,
  "charge": 1,
  "spin_multiplicity": 1,
  "mol_weight_g_mol": 59.0
}

***

two) {
  "formula": "C2H3O2",
  "method": "ωB97M-V/def2-TZVPD",
  "symbols": ["C", "C", "O", "O", "H", "H", "H"],
  "coordinates": [[0.823, -0.240, -0.022], [-1.601, 0.469, -0.206], [-2.157, -0.450, 0.140], [-0.044, 0.503, 0.300], [1.791, -0.113, 0.420], [0.720, -0.952, -0.766], [-1.557, 1.380, -0.764]],
  "nbo_charge": [0.42, 0.69, -0.31, -0.42, 0.20, 0.17, 0.24],
  "orbital_gap_ev": 11.83,
  "charge": 1,
  "spin_multiplicity": 1,
  "mol_weight_g_mol": 59.0
}

***

Best to worst by energy: two), one).